(1)
The following is a quantum chemistry calculation of C20H45F6N3O7Ti as an isolated structure in a non-equilibrium geometry, from the OMol25 dataset.

ORCA input file:
```
! RIJCOSX wB97M-V def2-TZVPD def2/J DEFGRID3
* xyz -1 4
Ti 0.01434 -0.63223 -0.10415
C 1.16931 -2.99998 -3.99687
O 1.41927 -1.66244 -4.41614
O -0.06181 -3.10999 -3.46573
C 1.47246 -3.92944 -5.17148
F 0.66334 -3.80804 -6.24859
F 2.74989 -3.80254 -5.61372
F 1.30212 -5.22392 -4.78104
C 1.90399 -0.85429 -3.41057
C 2.20561 0.53009 -3.95524
H 1.34627 0.91680 -4.51521
H 2.37387 1.27689 -3.17997
H 2.94358 0.43326 -4.75253
H 2.89953 -1.19627 -3.07545
H 1.27485 -0.86045 -2.51897
H 1.90308 -3.24851 -3.19914
C -2.40259 1.29565 -1.12620
O -3.71550 0.98969 -0.59254
O -1.86558 0.18031 -1.61253
C -2.55395 2.44442 -2.18577
F -1.41520 3.15307 -2.31449
F -2.94552 2.04391 -3.40259
F -3.51310 3.32407 -1.76344
C -4.06959 1.62564 0.60807
C -5.22125 0.86961 1.27035
H -4.71153 0.05159 1.78309
H -5.69571 1.53952 1.98544
H -5.87603 0.49968 0.48661
H -4.34166 2.66736 0.37688
H -3.19340 1.72533 1.26798
H -1.77127 1.69440 -0.31351
C 0.81440 -5.07896 -0.72628
C 0.80942 -3.61314 -0.27737
C 2.14979 -2.95435 -0.43928
O 2.13045 -1.64283 0.19720
C 3.48004 -1.16551 0.11677
N -0.22787 -2.83916 -0.92713
H 1.17014 -5.24333 -1.74830
H -0.08630 -5.65590 -0.52864
H 1.60773 -5.62581 -0.19180
H 0.46031 -3.69943 0.75901
H 2.28072 -2.74329 -1.50589
H 2.97953 -3.57551 -0.09720
H 4.13414 -1.78605 0.73455
H 3.34872 -0.18281 0.57069
H 3.87663 -1.11534 -0.89937
H -0.15679 -2.72717 -1.96014
H -1.10845 -3.34595 -0.89577
C -2.05759 -2.10056 3.39803
C -1.75556 -0.64249 3.06411
C -1.79067 0.20409 4.33706
O -1.50510 1.54995 3.97317
C -1.44130 2.41552 5.06431
N -0.51659 -0.47099 2.32470
H -1.17031 -2.46419 3.92685
H -2.14010 -2.75613 2.53252
H -2.99768 -2.10451 3.94764
H -2.60194 -0.25265 2.49111
H -1.09518 -0.14181 5.11140
H -2.79904 0.14286 4.76130
H -2.34611 2.31208 5.68229
H -1.39656 3.46088 4.76616
H -0.62366 2.19595 5.76327
H 0.27051 -0.76148 2.90414
H -0.38247 0.52778 2.23435
C 1.85819 2.04358 2.01434
C 0.87076 2.18336 0.84264
C 0.83222 3.67081 0.39526
O 2.10732 4.12531 -0.00962
C 2.10239 5.50911 -0.23955
N 1.38678 1.35449 -0.28176
H 2.01238 2.97898 2.57480
H 2.89895 1.93244 1.69978
H 1.64218 1.37462 2.84876
H -0.13905 1.86228 1.08061
H 0.55929 4.27869 1.26274
H 0.10689 3.65958 -0.42664
H 1.65065 5.71089 -1.21597
H 3.12869 5.88550 -0.23959
H 1.62988 6.06375 0.57973
H 2.40158 1.29116 -0.34979
H 1.34986 2.02253 -1.06176
*
```

- Kohn-Sham gap (alpha / beta) (eV) = 3.074 / 6.366
- relative energy (zero: lowest compared OMol25 entry of this formula, charge and spin) (kJ/mol) = 188.8
- <S²> = 3.752

(2)
The following is a quantum chemistry calculation of C20H45FeN2OP3S as an isolated structure in a non-equilibrium geometry, from the OMol25 dataset.

ORCA input file:
```
! RIJCOSX wB97M-V def2-TZVPD def2/J DEFGRID3
* xyz 3 6
Fe -0.00300 0.32836 0.24392
P 1.22650 1.86616 -0.73745
P -1.49709 1.23537 1.46732
P -1.47949 -0.10640 -1.69462
H 2.91105 -8.84564 -2.85201
C 2.71210 -8.43688 -3.85190
C 3.70658 -7.84536 -4.57857
H 4.72524 -7.76201 -4.17747
C 2.89647 2.17219 -0.01631
C 0.53409 3.57041 -0.60942
C 1.64686 1.77026 -2.52928
C -2.72655 0.11674 2.19927
C -0.74515 2.06748 2.90510
C -2.44658 2.59808 0.72697
C -0.95913 -0.95208 -3.26618
C -2.26612 1.36167 -2.54292
C -3.00713 -1.09923 -1.37079
H 1.70422 -8.55955 -4.27044
H 3.52026 -7.47659 -5.59577
H 3.45497 1.23731 0.02996
H 2.81266 2.57572 0.99386
H 3.45095 2.88960 -0.62670
H 0.33529 3.81754 0.43563
H -0.39863 3.65041 -1.16926
H 1.25511 4.28763 -1.01257
H 2.27847 0.89327 -2.68734
H 2.18179 2.67506 -2.83781
H 0.75260 1.66036 -3.14663
H -3.30506 0.69877 2.91589
H -2.21206 -0.70867 2.69281
H -3.36164 -0.30337 1.41941
H -1.53481 2.63226 3.39393
H 0.05529 2.73651 2.58641
H -0.33297 1.31862 3.57964
H -3.49130 2.44586 0.98896
H -2.34551 2.61632 -0.35711
H -2.07720 3.54232 1.12560
H -1.62247 -0.72947 -4.10986
H -0.94393 -2.03449 -3.11544
H 0.05055 -0.62560 -3.51959
H -2.55048 1.09587 -3.56738
H -1.57419 2.20590 -2.60045
H -3.17057 1.67070 -2.01595
H -3.48044 -1.39417 -2.31683
H -3.71660 -0.52583 -0.76592
H -2.71445 -1.99676 -0.81911
C 1.37143 -2.49395 -1.67437
C 0.49366 -3.41242 -0.98545
C 0.42434 -4.73654 -1.37468
C 1.14603 -5.18202 -2.49319
C 1.92628 -4.29281 -3.25319
C 2.00178 -2.97131 -2.89026
O 1.64374 -1.32233 -1.28400
H -0.79968 -1.03195 0.40207
H -0.07177 -3.03928 -0.13207
H -0.18990 -5.43995 -0.80939
H 1.11542 -6.23352 -2.78806
H 2.47248 -4.62723 -4.14182
H 2.56305 -2.20844 -3.43220
C 2.68811 1.79191 4.67954
N 2.65323 0.99845 3.45107
C 1.75031 0.06889 3.12350
S 1.61143 -0.51622 1.49065
N 0.95302 -0.53748 4.02197
C 0.98165 -0.38717 5.47865
H 1.74456 2.29294 4.93088
H 3.43344 2.56473 4.50897
H 2.99774 1.21293 5.55577
H 3.21146 1.33328 2.64665
H 0.45086 -1.33882 3.61835
H 0.28415 -1.14018 5.84933
H 1.96330 -0.58687 5.91437
H 0.63737 0.58853 5.83364
*
```

- Kohn-Sham gap (alpha / beta) (eV) = 4.277 / 3.655
- relative energy (zero: lowest compared OMol25 entry of this formula, charge and spin) (kJ/mol) = 0.0
- <S²> = 8.875

(3)
The following is a quantum chemistry calculation of a 2-piece molecular cluster, C20H46BClINO8P2S overall, from the OMol25 dataset.

ORCA input file:
```
! RIJCOSX wB97M-V def2-TZVPD def2/J DEFGRID3
* xyz 0 1
C 7.30676 3.11799 -2.75607
C 6.13622 3.73217 -3.52082
O 5.17752 4.34920 -2.68612
C 4.54679 3.43061 -1.80500
C 3.16632 3.97395 -1.43448
C 2.05617 2.91806 -1.34847
C 1.96117 2.22050 0.02144
C 1.24974 0.86709 0.04534
C 1.90438 -0.49595 -0.30968
I 4.05382 -0.35535 -0.71367
O 1.69430 -1.36348 0.73402
P 1.58195 -3.08560 0.20402
C -0.32639 -2.95809 0.34381
B -0.99849 -3.64202 -0.88026
O -1.67699 -2.80673 -1.77465
O -1.02125 -5.01402 -1.09262
S 1.79359 -3.84051 2.32010
C 2.02977 -2.44409 3.40644
O 0.57680 -4.50717 2.77655
O 3.04841 -4.57928 2.36460
O 1.51448 -2.53508 -1.45121
C 1.20983 -1.19012 -1.50341
P 1.45458 -0.31847 -3.15048
O -0.11546 0.17846 -3.32521
Cl 1.43731 -1.97310 -4.36849
H 8.19616 3.07934 -3.38669
H 7.52886 3.70688 -1.86436
H 7.08699 2.09706 -2.43526
H 5.64289 2.96103 -4.13016
H 6.48429 4.51359 -4.19777
H 4.44605 2.45765 -2.29695
H 5.17205 3.28856 -0.91599
H 3.21428 4.50514 -0.47732
H 2.91512 4.71894 -2.19196
H 2.16409 2.19116 -2.15717
H 1.10208 3.42701 -1.52545
H 1.36865 2.88082 0.66593
H 2.94092 2.14268 0.49890
H 0.35645 0.89250 -0.59038
H 0.90321 0.69798 1.06963
H 1.49278 -4.46513 -0.16742
H 2.99582 -3.14184 0.18875
H -0.63652 -1.91664 0.32199
H -0.64859 -3.40102 1.29098
H -1.98706 -3.31627 -2.53709
H -0.41940 -5.33818 -1.77554
H 2.96152 -1.96267 3.11867
H 1.19607 -1.74957 3.32486
H 2.10283 -2.86346 4.41078
H 0.13533 -1.04719 -1.31209
H -0.68342 -0.53964 -3.63444
C -6.91748 0.22761 1.09410
C -5.93680 0.14799 -0.07375
C -4.97566 -1.03868 0.02097
C -3.98542 -1.07066 1.17694
N -2.93385 0.02239 1.21646
C -3.44579 1.25209 1.92853
C -3.21235 0.98155 3.39914
C -1.83389 0.31840 3.40834
C -1.74946 -0.44069 2.08152
C -2.46417 0.35805 -0.16410
H -6.41302 0.25947 2.06318
H -7.53929 1.11964 1.02302
H -7.57946 -0.63915 1.10192
H -5.39574 1.09268 -0.17113
H -6.50000 0.04231 -1.00241
H -4.44000 -1.17811 -0.91916
H -5.57213 -1.94662 0.14786
H -3.43172 -2.00661 1.12633
H -4.49633 -1.04037 2.13880
H -2.84587 2.09269 1.57990
H -4.48422 1.41387 1.65900
H -3.97642 0.31085 3.79550
H -3.24824 1.89832 3.98375
H -1.69512 -0.34679 4.25730
H -1.04858 1.07308 3.45343
H -1.80918 -1.51697 2.19030
H -0.83964 -0.21126 1.53809
H -3.27131 0.80798 -0.73354
H -2.10208 -0.54969 -0.64991
H -1.64954 1.06894 -0.06045
*
```

- Kohn-Sham gap (eV) = 7.345

| no. | energy (a.u.) |
| --- | --- |
| 1 | -2928.5401 |
| 2 | -3658.6859 |
| 3 | -3310.0062 |